No. 1
{
  "formula": "C6H6N",
  "method": "the ωB97M-V functional and the def2-TZVPD basis",
  "symbols": ["C", "C", "C", "C", "C", "C", "N", "H", "H", "H", "H", "H", "H"],
  "coordinates": [[-1.18439, -0.08401, 0.08153], [-2.30430, 0.57353, -0.12835], [2.02461, -0.22875, -0.06026], [-0.60310, -1.44232, 0.11853], [1.26174, 1.08725, 0.08884], [0.62823, -0.94381, -0.21645], [0.16368, 0.41160, -0.08298], [-2.38176, 1.58910, -0.23674], [-3.32081, 0.20854, -0.08770], [2.66599, -0.47449, -0.95005], [2.41390, -0.43928, 0.83863], [-0.91461, -2.39448, 0.30153], [1.55082, 2.13709, 0.33346]],
  "nbo_charge": [0.11, -0.30, -0.42, -0.12, 0.24, 0.18, -0.25, 0.23, 0.25, 0.29, 0.25, 0.25, 0.28],
  "e_above_lowest_kj_mol": 326.8,
  "largest_force_ha_per_bohr": 0.0822,
  "homo_lumo_gap_ev": 9.14,
  "total_charge": 1,
  "e_homo_ev": -14.33
}

No. 2
{
  "formula": "C6H6N2",
  "method": "the ωB97M-V functional and the def2-TZVPD basis",
  "symbols": ["C", "C", "C", "C", "N", "C", "C", "N", "H", "H", "H", "H", "H", "H"],
  "coordinates": [[1.74563, 1.72366, 0.80630], [0.69113, 1.24195, 0.51062], [-0.70263, 0.75729, 0.28275], [-1.48517, 0.12904, 1.38842], [-2.12808, -0.69100, 1.95353], [-0.69931, -0.59204, -0.62463], [0.54967, -1.36481, -0.62982], [0.21801, -0.49873, -1.72256], [2.52217, 2.11673, 1.47862], [-1.41028, 1.36484, -0.28638], [-1.71252, -0.99319, -0.73341], [0.25770, -2.45928, -0.79445], [1.39549, -1.03514, 0.02041], [0.75821, 0.30068, -1.64938]],
  "nbo_charge": [-0.19, -0.04, -0.40, 0.28, -0.31, -0.04, -0.27, -0.58, 0.26, 0.28, 0.23, 0.21, 0.22, 0.35],
  "e_above_lowest_kj_mol": 393.8,
  "largest_force_ha_per_bohr": 0.0788,
  "homo_lumo_gap_ev": 10.57,
  "e_homo_ev": -9.78
}

No. 3
{
  "formula": "C6H6N2",
  "method": "the ωB97M-V functional and the def2-TZVPD basis",
  "symbols": ["H", "N", "C", "C", "C", "C", "C", "C", "N", "H", "H", "H", "H", "H"],
  "coordinates": [[-3.22307, -1.69701, 0.00436], [-3.20480, -0.61618, -0.03997], [-1.98811, -0.27346, -0.02899], [-1.46043, 1.18683, -0.05871], [-0.15448, 1.16003, 0.16946], [0.22091, -0.26921, 0.15630], [1.61602, -0.76416, 0.08773], [2.72466, -0.09128, -0.14215], [-0.77532, -1.13878, 0.05264], [-2.21102, 1.99789, -0.11300], [0.51836, 2.04519, 0.11779], [1.59996, -1.87315, 0.02460], [2.72743, 0.99573, -0.12163], [3.60989, -0.66244, -0.10844]],
  "nbo_charge": [0.36, -0.56, 0.36, -0.19, -0.28, 0.23, -0.23, -0.34, -0.46, 0.24, 0.23, 0.22, 0.20, 0.21],
  "e_above_lowest_kj_mol": 139.0,
  "largest_force_ha_per_bohr": 0.0478,
  "homo_lumo_gap_ev": 8.96,
  "e_homo_ev": -9.75
}

No. 4
{
  "formula": "C6H6N2",
  "method": "the ωB97M-V functional and the def2-TZVPD basis",
  "symbols": ["C", "C", "C", "C", "C", "C", "N", "N", "H", "H", "H", "H", "H", "H"],
  "coordinates": [[2.84429, -0.67845, 0.28597], [1.70356, -0.15358, -0.11103], [0.40079, -0.01386, -0.38613], [-0.44759, 1.23432, -0.72405], [-0.39286, 0.80799, 0.62362], [-1.67416, -0.33338, 0.73157], [-1.53177, -1.35945, 0.05059], [-0.36037, -1.34337, -0.49805], [3.72918, -0.65782, 1.07790], [-1.55202, 0.86596, -1.16863], [0.12423, 2.12276, -1.05991], [0.03985, 1.33020, 1.44177], [-2.54575, 0.10009, 1.13821], [-0.33737, -1.92140, -1.40183]],
  "nbo_charge": [-0.26, -0.01, -0.06, -0.40, -0.25, 0.00, -0.19, -0.41, 0.27, 0.24, 0.24, 0.24, 0.20, 0.39],
  "e_above_lowest_kj_mol": 618.3,
  "largest_force_ha_per_bohr": 0.2279,
  "homo_lumo_gap_ev": 9.34,
  "e_homo_ev": -8.38
}

No. 5
{
  "formula": "C6H6N2",
  "method": "the ωB97M-V functional and the def2-TZVPD basis",
  "symbols": ["C", "C", "N", "C", "N", "C", "C", "C", "H", "H", "H", "H", "H", "H"],
  "coordinates": [[-1.87533, -0.36844, -0.96588], [-0.63506, -0.89091, -1.31108], [0.30315, -0.46204, -0.35227], [1.64663, -0.43274, -0.14107], [1.87496, 0.25013, 0.92881], [0.74846, 0.79946, 1.42751], [-0.26413, 0.33881, 0.61974], [-1.65596, 0.53044, 0.16746], [-2.81041, -0.41189, -1.35443], [-0.52953, -1.47680, -2.16130], [2.23614, -0.95973, -0.93678], [2.71990, 0.50744, 1.37732], [0.67366, 1.41949, 2.23618], [-2.43250, 1.15678, 0.46582]],
  "nbo_charge": [-0.25, 0.25, -0.34, 0.43, -0.45, 0.20, 0.00, 0.20, 0.29, 0.29, 0.32, 0.49, 0.29, 0.28],
  "e_above_lowest_kj_mol": 0.0,
  "largest_force_ha_per_bohr": 0.1077,
  "homo_lumo_gap_ev": 7.59,
  "total_charge": 2,
  "e_homo_ev": -19.99
}

No. 6
{
  "formula": "C6H6N2O2",
  "method": "the ωB97M-V functional and the def2-TZVPD basis",
  "symbols": ["O", "C", "C", "C", "N", "C", "O", "N", "H", "H", "H", "H", "C", "C", "H", "H"],
  "coordinates": [[3.16334, 0.39593, -0.54039], [2.02244, -0.04982, -0.27181], [1.46966, -1.37038, 0.02113], [0.26063, -1.39866, 0.73471], [-0.62518, -0.42983, 0.76659], [-0.27318, 0.94307, 0.42923], [-1.13966, 1.79620, 0.68673], [0.91797, 1.01688, -0.43244], [2.23548, -2.27128, 0.01698], [0.00670, -2.30556, 1.28298], [-1.52258, -0.61341, 1.10024], [1.38682, 1.84478, -0.60788], [-2.48543, -0.88490, -0.79353], [-3.39021, -0.11878, -0.75606], [-1.66828, -1.53966, -0.90682], [-4.30048, 0.51557, -0.57733]],
  "nbo_charge": [-0.58, 0.65, -0.45, 0.10, -0.60, 0.79, -0.58, -0.66, 0.26, 0.22, 0.44, 0.42, -0.31, -0.19, 0.24, 0.26],
  "e_above_lowest_kj_mol": 323.4,
  "largest_force_ha_per_bohr": 0.1137,
  "homo_lumo_gap_ev": 9.44,
  "e_homo_ev": -9.39
}

No. 7
{
  "formula": "C6H6N2O2",
  "method": "the ωB97M-V functional and the def2-TZVPD basis",
  "symbols": ["O", "C", "O", "C", "C", "C", "N", "C", "C", "N", "H", "H", "H", "H", "H", "H"],
  "coordinates": [[-2.76742, -1.82573, -1.82283], [-1.84706, -1.23724, -1.28579], [-1.05248, -0.38060, -1.92830], [-1.54819, -1.35029, 0.18820], [-0.63613, -0.81340, 1.03298], [0.46046, 0.13562, 0.84574], [1.16268, 0.54110, 1.88015], [2.07102, 1.43255, 1.37456], [1.89816, 1.56887, 0.02790], [0.84203, 0.76659, -0.26652], [-1.40934, -0.45318, -2.81480], [-2.31861, -1.89194, 0.72789], [-0.68660, -1.17981, 2.04443], [2.83322, 1.87735, 2.00022], [2.41649, 2.06452, -0.77134], [0.58176, 0.74559, -1.23250]],
  "nbo_charge": [-0.58, 0.75, -0.69, -0.34, -0.12, 0.25, -0.42, -0.09, -0.09, -0.49, 0.50, 0.23, 0.24, 0.21, 0.22, 0.44],
  "e_above_lowest_kj_mol": 37.9,
  "largest_force_ha_per_bohr": 0.0463,
  "homo_lumo_gap_ev": 8.68,
  "e_homo_ev": -8.74
}

No. 8
{
  "formula": "C6H6N2O2",
  "method": "the ωB97M-V functional and the def2-TZVPD basis",
  "symbols": ["N", "C", "C", "C", "O", "C", "N", "C", "C", "O", "H", "H", "H", "H", "H", "H"],
  "coordinates": [[1.78636, 1.74436, -1.24664], [0.94587, 0.81578, -0.67314], [1.05111, -0.51925, -0.76311], [0.13176, -1.42953, -0.17943], [0.19195, -2.65731, -0.20106], [-0.97162, -0.83859, 0.65503], [-1.72527, -1.73872, 1.30645], [-1.05424, 0.52767, 0.79173], [-0.20476, 1.43455, 0.09407], [-0.19768, 2.66624, 0.18233], [1.59324, 2.71383, -0.98404], [2.70319, 1.38718, -1.56379], [1.88023, -0.97612, -1.39969], [-1.50950, -2.69882, 1.01034], [-2.63964, -1.43778, 1.63191], [-1.79810, 0.95712, 1.48551]],
  "nbo_charge": [-0.78, 0.22, -0.43, 0.48, -0.56, 0.22, -0.76, -0.43, 0.48, -0.57, 0.43, 0.40, 0.22, 0.43, 0.40, 0.22],
  "e_above_lowest_kj_mol": 33.6,
  "largest_force_ha_per_bohr": 0.0609,
  "homo_lumo_gap_ev": 7.63,
  "e_homo_ev": -8.62
}